Molecular formula: C31H26F3N3O3S2Tc
Method: DFT, the ωB97M-V functional and the def2-TZVPD basis

XYZ file:
```
69
C31H26F3N3O3S2Tc (the ωB97M-V functional and the def2-TZVPD basis)
Tc -0.09342 -0.22854 0.29956
C 2.59193 -1.88232 -5.96658
C 1.12126 -1.63968 -6.11074
C 0.47975 -1.79179 -7.33078
C -0.87944 -1.56075 -7.46117
C -1.62128 -1.15097 -6.36584
C -1.00149 -0.99813 -5.13845
C 0.35992 -1.25196 -5.00303
N 0.99607 -1.18890 -3.74720
C 0.56419 -0.46889 -2.66695
N 0.11565 0.76844 -2.94071
C -0.44601 1.73634 -2.09629
C -0.55970 1.53323 -0.71097
C -1.14863 2.56348 0.02794
C -1.59351 3.73247 -0.55647
C -1.46507 3.90470 -1.92535
C -0.89051 2.91828 -2.71105
C -0.74667 3.13535 -4.19423
N 0.68236 -0.94665 -1.44366
C 1.02094 -2.33055 -1.33281
C 0.10328 -3.27594 -1.79125
C 0.39133 -4.62418 -1.71239
C 1.59878 -5.04023 -1.17385
C 2.51976 -4.10480 -0.73712
C 2.25726 -2.74204 -0.81628
C 3.26878 -1.74521 -0.36066
H 3.04905 -2.05917 -6.93669
H 2.78087 -2.75253 -5.33720
H 3.07509 -1.02374 -5.50195
H 1.05366 -2.10681 -8.19103
H -1.35910 -1.71043 -8.41577
H -2.68366 -0.97652 -6.45974
H -1.58215 -0.71072 -4.27474
H 1.59026 -1.97737 -3.52367
H 0.17043 1.03947 -3.91379
H -1.25404 2.42876 1.09687
H -2.04634 4.50587 0.04320
H -1.80762 4.81491 -2.39490
H -1.18165 4.09270 -4.46850
H -1.25530 2.36932 -4.78259
H 0.30262 3.15534 -4.49301
H -0.83368 -2.93959 -2.21461
H -0.32974 -5.33958 -2.07330
H 1.82522 -6.09369 -1.11124
H 3.46885 -4.42985 -0.33319
H 4.21054 -2.23398 -0.12955
H 2.90154 -1.24030 0.53218
H 3.42604 -0.97656 -1.11463
F 7.36922 3.08083 5.05350
C 7.58717 2.34160 3.94849
F 8.32573 1.29077 4.35234
F 8.38474 3.07610 3.16034
C 6.30271 1.93550 3.29160
C 5.39571 1.17591 4.02558
C 4.17299 0.85741 3.47680
C 3.84224 1.29138 2.18633
C 4.77696 2.03244 1.45226
C 6.00115 2.35272 2.00047
C 2.59348 0.94826 1.62570
C 1.55214 0.57988 1.09134
H 5.65751 0.84536 5.01988
H 3.45042 0.28767 4.03917
H 4.52299 2.36774 0.45916
H 6.72430 2.92538 1.43854
O -3.60379 -3.08008 1.90696
S -3.21433 -2.00912 2.79067
O -4.12451 -0.90264 2.92825
O -2.41356 -2.36096 3.93417
S -1.70928 -1.10369 1.51410
```

**2S+1**: 2
**Strongest force on any atom**: 3.7 eV Å⁻¹
**Electronic energy**: -2763.588908 Ha
**Total charge**: 0
**E_LUMO (alpha / beta)**: -2.26 / -1.98 eV
**E_HOMO (alpha / beta)**: -8.23 / -8.38 eV
**HOMO-LUMO gap (alpha / beta)**: 5.98 / 6.40 eV

Molecular formula: C25H29MnN5
Method: DFT, the ωB97M-V functional and the def2-TZVPD basis

XYZ file:
```
60
C25H29MnN5 (the ωB97M-V functional and the def2-TZVPD basis)
Mn -1.02012 -0.46740 -0.09594
C 0.73855 2.15849 -0.35262
N -0.66971 1.82463 -0.55423
C -1.11788 2.18248 -1.89235
C -1.50577 2.45380 0.47421
C -2.88677 1.83728 0.54036
C -4.00483 2.65662 0.63157
C -5.27249 2.09709 0.72856
C -5.40305 0.71792 0.71768
C -4.27316 -0.08953 0.60694
C -2.97080 0.42452 0.52808
H 0.89153 3.25075 -0.37164
H 1.34065 1.70385 -1.13707
H 1.07577 1.74242 0.59532
H -1.04279 3.26894 -2.06755
H -2.15706 1.88073 -2.02482
H -0.50879 1.66974 -2.63721
H -1.55880 3.54470 0.30873
H -0.99793 2.29408 1.42851
H -3.88262 3.73740 0.61685
H -6.14916 2.73333 0.79632
H -6.38994 0.26759 0.78219
H -4.42827 -1.16554 0.58459
C 1.88641 -3.05514 -1.25139
C 2.74358 -1.78685 -1.24310
C 2.17320 -0.73612 -2.20105
C 3.00539 -1.26466 0.15926
C 4.32194 -1.13538 0.54976
C 4.70868 -0.74691 1.83247
C 3.68470 -0.54161 2.75712
C 2.34695 -0.64803 2.43781
C 1.33762 -0.49508 3.56128
C 0.43102 0.73040 3.43477
C 0.48554 -1.75510 3.74429
C 1.90179 -0.93723 1.07115
N 0.64543 -0.92125 0.72113
H 1.78959 -3.44997 -2.26768
H 0.89513 -2.84019 -0.85512
H 2.34311 -3.82378 -0.62205
H 3.72727 -2.06818 -1.64622
H 1.22499 -0.36560 -1.81527
H 1.99709 -1.15678 -3.19607
H 2.86458 0.10554 -2.30077
H 5.09119 -1.36734 -0.18756
H 5.75199 -0.65441 2.11148
H 3.94342 -0.29695 3.78821
H 1.92560 -0.36443 4.48191
H -0.24287 0.59345 2.58920
H 1.02007 1.63782 3.27396
H -0.16815 0.86814 4.34228
H -0.10569 -1.92713 2.84411
H -0.18653 -1.64996 4.60360
H 1.12224 -2.62780 3.90887
N -1.45944 -1.27997 -2.13665
C -1.46601 -1.22055 -3.29273
C -1.48234 -1.15095 -4.68698
C -1.43184 -2.32820 -5.45408
N -1.38822 -3.29050 -6.09524
C -1.58182 0.09868 -5.32218
N -1.66214 1.12818 -5.84495
```

**2S+1**: 6
**Strongest force on any atom**: 0.6 eV Å⁻¹
**Electronic energy**: -2394.807283 Ha
**Total charge**: -2
**E_LUMO (alpha / beta)**: 4.88 / 4.87 eV
**E_HOMO (alpha / beta)**: 0.09 / -0.17 eV
**HOMO-LUMO gap (alpha / beta)**: 4.78 / 5.04 eV